<a>
Molecular formula: C4H8NS
Method: DFT, wB97M-V/def2-TZVPD

```
! RIJCOSX wB97M-V def2-TZVPD def2/J DEFGRID3
* xyz 1 1
S 2.687 -0.355 -0.021
N 0.034 -0.245 0.043
C 0.398 0.951 0.066
C -1.322 -0.759 -0.027
C 1.071 -1.332 -0.019
C 1.761 1.349 -0.021
H -2.099 0.047 0.284
H 1.967 1.784 -0.928
H -1.753 -0.889 -1.119
H 1.075 -1.915 0.917
H 2.085 2.087 0.797
H 1.163 -1.994 -0.909
H -1.244 2.557 -0.675
H -1.389 -1.692 0.683
*
```

Atom charges from the natural (NBO) analysis, given in e for atoms 1 to 6: 0.237 -0.381 0.572 -0.470 -0.347 -0.643

---

<b>
Molecular formula: C4H8NS
Method: DFT, wB97M-V/def2-TZVPD

```
! RIJCOSX wB97M-V def2-TZVPD def2/J DEFGRID3
* xyz 1 1
S 0.418 -1.790 1.169
N -0.186 -0.943 -1.494
C 0.459 -0.214 1.125
C 0.818 1.026 1.803
C 0.066 0.372 -0.904
C -1.295 -0.101 -1.028
H 0.883 1.883 1.047
H 0.012 -1.294 -2.454
H -2.100 0.144 -1.763
H 0.564 1.024 -1.544
H 0.178 1.211 2.722
H -1.674 -0.438 -0.134
H -0.022 -1.634 -0.636
H 1.878 0.754 2.091
*
```

Atom charges from the natural (NBO) analysis, given in e for atoms 1 to 6: 0.301 -0.584 -0.021 -0.753 -0.107 -0.234

---

Winner for stability: <b>

---

<a>
Molecular formula: C4H9O2P
Method: DFT, wB97M-V/def2-TZVPD

```
! RIJCOSX wB97M-V def2-TZVPD def2/J DEFGRID3
* xyz 0 1
P -0.673 0.237 0.188
O 0.444 -0.870 -0.155
O 2.516 1.811 -0.640
C 1.727 0.986 -0.935
C 1.775 -0.475 -0.493
C -1.962 0.087 -0.883
C -1.321 -0.647 1.669
H -0.706 -0.538 2.540
H 0.426 1.109 0.562
H 0.860 1.181 -1.572
H 2.091 -1.076 -1.410
H -2.275 -0.484 1.903
H -1.795 0.239 -1.918
H 2.743 -0.653 0.215
H -2.628 0.783 -0.469
H -1.222 -1.689 1.397
*
```

Summary:
structure (SMILES) = C=[P@@H](C)OCC=O

Atom charges from the natural (NBO) analysis, given in e for atoms 1 to 6: 1.517 -0.800 -0.499 0.386 -0.177 -1.094

---

<b>
Molecular formula: C4H9O2P
Method: DFT, wB97M-V/def2-TZVPD

```
! RIJCOSX wB97M-V def2-TZVPD def2/J DEFGRID3
* xyz 0 1
P 0.244 -0.226 -0.433
O -1.735 0.080 1.612
O 0.372 0.673 -1.570
C -0.211 -1.877 -1.041
C -1.059 0.608 0.807
C 1.757 -0.477 0.662
C -1.102 2.062 0.431
H -0.001 2.234 0.284
H -1.212 -1.607 -1.493
H -1.747 2.726 1.055
H 2.566 -0.498 -0.148
H -0.418 -2.495 -0.134
H 0.389 -2.427 -1.817
H 1.738 -1.417 1.274
H -1.649 2.183 -0.553
H 2.068 0.456 1.064
*
```

Summary:
structure (SMILES) = CC(=O)P(C)(C)=O

Atom charges from the natural (NBO) analysis, given in e for atoms 1 to 6: 1.768 -0.513 -1.108 -1.016 0.356 -1.009

---

Winner for stability: <b>

---

<a>
Molecular formula: C2H2N2OS2
Method: DFT, wB97M-V/def2-TZVPD

```
! RIJCOSX wB97M-V def2-TZVPD def2/J DEFGRID3
* xyz 0 1
S 0.335 -0.224 -1.975
S -0.658 2.766 -1.746
O -0.674 -1.288 -1.852
N 0.308 -0.440 1.417
N 1.094 -0.580 0.498
C -0.601 -0.139 2.093
C -0.337 1.244 -1.845
H -0.921 0.178 3.044
H 1.454 -1.517 0.366
*
```

Atom charges from the natural (NBO) analysis, given in e for atoms 1 to 6: 1.133 0.275 -0.929 0.011 -0.559 -0.024

---

<b>
Molecular formula: C2H2N2OS2
Method: DFT, wB97M-V/def2-TZVPD

```
! RIJCOSX wB97M-V def2-TZVPD def2/J DEFGRID3
* xyz 0 1
S 2.573 -0.737 -0.021
S 1.409 1.019 0.055
O -0.465 -1.049 0.120
N -1.352 0.980 -0.089
N -1.779 -1.220 -0.041
C -0.271 0.321 0.118
C -2.307 -0.002 -0.086
H 2.637 -0.856 -1.481
H -3.259 0.145 -0.297
*
```

Summary:
structure (SMILES) = SSc1ncno1

Atom charges from the natural (NBO) analysis, given in e for atoms 1 to 6: -0.109 0.168 -0.277 -0.492 -0.119 0.342

---

<c>
Molecular formula: C2H2N2OS2
Method: DFT, wB97M-V/def2-TZVPD

```
! RIJCOSX wB97M-V def2-TZVPD def2/J DEFGRID3
* xyz 0 1
S 2.650 -1.080 -0.012
S -2.644 -1.082 0.013
O 0.003 -1.297 -0.004
N -0.689 0.773 -0.137
N 0.685 0.771 0.134
C 1.127 -0.523 0.043
C -1.120 -0.530 -0.048
H 1.224 1.486 -0.339
H -1.237 1.482 0.350
*
```

Summary:
structure (SMILES) = S=c1[nH][nH]c(=S)o1

Atom charges from the natural (NBO) analysis, given in e for atoms 1 to 6: -0.070 -0.070 -0.443 -0.442 -0.441 0.312

---

<d>
Molecular formula: C2H2N2OS2
Method: DFT, wB97M-V/def2-TZVPD

```
! RIJCOSX wB97M-V def2-TZVPD def2/J DEFGRID3
* xyz 0 1
S 0.766 1.275 0.588
S 0.245 -0.197 -1.985
O 1.718 1.849 -1.673
N -0.687 -1.275 -0.839
N -0.498 0.132 1.211
C -0.831 -0.951 0.417
C 0.895 1.114 -1.084
H -0.947 -1.909 1.056
H -0.660 -0.037 2.309
*
```

Summary:
structure (SMILES) = O=C1SN=CNS1

Atom charges from the natural (NBO) analysis, given in e for atoms 1 to 6: 0.500 0.453 -0.551 -0.583 -0.783 0.247

---

Winner for stability: <c>

---

<a>
Molecular formula: C2H5N5O
Method: DFT, wB97M-V/def2-TZVPD

```
! RIJCOSX wB97M-V def2-TZVPD def2/J DEFGRID3
* xyz 0 1
O 0.756 -1.258 -1.186
N -0.267 -1.905 0.748
N 0.706 0.860 0.602
N -2.272 0.212 -0.733
N 1.801 1.538 0.285
N -0.380 1.472 0.109
C -1.121 0.477 -0.314
C 0.103 -1.006 -0.202
H 1.809 2.051 -0.590
H 2.662 1.109 0.593
H -2.674 0.976 -1.282
H -0.959 -1.637 1.430
H -0.163 -2.888 0.541
*
```

Atom charges from the natural (NBO) analysis, given in e for atoms 1 to 6: -0.630 -0.848 0.107 -0.655 -0.523 -0.393

---

<b>
Molecular formula: C2H5N5O
Method: DFT, wB97M-V/def2-TZVPD

```
! RIJCOSX wB97M-V def2-TZVPD def2/J DEFGRID3
* xyz 0 1
O -2.284 0.410 -0.466
N -1.102 -0.031 0.157
N 0.416 1.897 0.492
N 2.366 -0.072 -0.212
N 0.234 0.589 -0.313
N 0.412 -1.576 0.100
C -0.792 -1.348 0.241
C 1.143 -0.393 -0.134
H 2.900 -0.993 -0.274
H -1.666 -2.109 0.826
H -3.147 0.330 0.564
H 1.493 1.583 0.750
H 0.304 2.699 -0.350
*
```

Atom charges from the natural (NBO) analysis, given in e for atoms 1 to 6: -0.495 -0.055 -0.657 -0.719 -0.155 -0.527

---

<c>
Molecular formula: C2H5N5O
Method: DFT, wB97M-V/def2-TZVPD

```
! RIJCOSX wB97M-V def2-TZVPD def2/J DEFGRID3
* xyz 0 1
O -2.573 -0.235 0.990
N -1.389 0.952 -0.533
N -0.525 -2.202 0.823
N 0.854 -0.414 0.386
N 2.459 0.830 -0.402
N 1.393 0.083 -0.630
C -0.354 -0.990 0.490
C -1.557 -0.036 0.365
H -0.553 1.009 -1.093
H -1.498 -2.412 1.039
H 2.865 0.869 0.531
H 3.046 0.998 -1.202
H -2.168 1.547 -0.765
*
```

Summary:
structure (SMILES) = [H]/N=C(/N=N/N)C(N)=O

Atom charges from the natural (NBO) analysis, given in e for atoms 1 to 6: -0.592 -0.812 -0.587 -0.287 -0.583 0.028

---

<d>
Molecular formula: C2H5N5O
Method: DFT, wB97M-V/def2-TZVPD

```
! RIJCOSX wB97M-V def2-TZVPD def2/J DEFGRID3
* xyz 0 1
O 2.007 0.201 -1.166
N -1.192 -0.092 -0.081
N -0.949 1.254 0.035
N -1.591 -0.404 1.310
N 0.629 -1.821 0.091
N 0.203 1.573 -0.606
C 0.126 -0.656 -0.267
C 0.819 0.401 -0.713
H 2.741 1.086 -1.335
H 1.764 -1.499 0.111
H -2.187 -1.144 1.112
H -1.766 1.701 -0.362
H -0.604 -0.598 1.869
*
```

Summary:
structure (SMILES) = [H]/N=c1\c(O)n[nH]n1N

Atom charges from the natural (NBO) analysis, given in e for atoms 1 to 6: -0.665 -0.136 -0.256 -0.653 -0.645 -0.244

---

Winner for stability: <c>

---

<a>
Molecular formula: C3H4N4S
Method: DFT, wB97M-V/def2-TZVPD

```
! RIJCOSX wB97M-V def2-TZVPD def2/J DEFGRID3
* xyz 0 1
S 1.064 2.135 -1.251
N -2.052 0.473 -1.291
N 1.599 -0.982 1.078
N -0.151 -0.169 -0.047
N 0.246 -1.142 0.949
C 0.879 0.676 -0.357
C -1.520 0.102 -0.117
C 2.005 -0.032 0.305
H 2.990 0.425 0.304
H -1.952 -0.049 0.999
H -0.008 -2.130 0.626
H -3.100 0.692 -1.198
*
```

Summary:
structure (SMILES) = [H]/N=C/n1[nH]ncc1=S

Atom charges from the natural (NBO) analysis, given in e for atoms 1 to 6: -0.129 -0.572 -0.188 -0.312 -0.251 0.049

---

<b>
Molecular formula: C3H4N4S
Method: DFT, wB97M-V/def2-TZVPD

```
! RIJCOSX wB97M-V def2-TZVPD def2/J DEFGRID3
* xyz 0 1
S 2.368 0.905 -0.217
N 0.360 0.399 -1.471
N -0.030 -0.995 1.827
N -1.558 -0.828 -1.248
N 1.305 1.107 -1.602
C 0.443 0.011 1.326
C -0.760 0.218 -1.033
C 1.102 1.128 1.069
H -0.003 -1.268 2.809
H -2.403 -1.035 -0.706
H 0.447 1.955 1.013
H -1.272 -1.597 -1.767
*
```

Atom charges from the natural (NBO) analysis, given in e for atoms 1 to 6: 0.350 -0.125 -0.666 -0.812 -0.289 0.463

---

Winner for stability: <a>

---

<a>
Molecular formula: C4H15N3
Method: DFT, wB97M-V/def2-TZVPD

```
! RIJCOSX wB97M-V def2-TZVPD def2/J DEFGRID3
* xyz 0 1
N 2.530 -0.540 1.654
N 0.518 0.488 -1.889
N -1.888 0.698 -2.351
C -2.119 2.078 -1.842
C 0.947 -1.744 3.058
C 1.150 -0.846 1.807
C -0.843 0.025 -1.623
H 0.515 0.679 -2.859
H 3.096 -1.408 1.732
H -2.752 0.133 -2.219
H 0.727 -1.364 0.886
H 0.587 0.087 1.934
H 0.655 1.404 -1.449
H -3.195 2.230 -1.974
H 2.695 -0.113 0.722
H -0.866 -1.032 -1.884
H 1.332 -1.219 3.959
H -1.537 2.854 -2.448
H -1.028 0.065 -0.531
H 1.526 -2.660 2.925
H -0.155 -2.015 3.142
H -1.896 2.199 -0.750
*
```

Summary:
structure (SMILES) = CNCN.CCN

Atom charges from the natural (NBO) analysis, given in e for atoms 1 to 6: -0.842 -0.825 -0.637 -0.436 -0.616 -0.206

---

<b>
Molecular formula: C4H15N3
Method: DFT, wB97M-V/def2-TZVPD

```
! RIJCOSX wB97M-V def2-TZVPD def2/J DEFGRID3
* xyz 0 1
N 3.114 -0.486 -0.087
N 0.952 -0.176 -0.984
N 1.950 1.571 0.386
C -1.944 0.545 1.211
C -1.701 -0.096 -0.154
C -2.325 -1.491 -0.216
C 2.200 0.521 -0.572
H -3.004 0.534 1.505
H 1.430 2.332 -0.033
H 0.327 0.367 -1.622
H -3.393 -1.493 0.045
H 1.142 -1.113 -1.336
H 2.754 -0.903 0.766
H 1.392 1.226 1.163
H -1.402 0.010 1.999
H 2.650 0.985 -1.456
H -2.243 -1.918 -1.218
H -1.624 1.590 1.227
H -0.246 -0.297 -0.339
H -1.826 -2.173 0.479
H -2.210 0.524 -0.903
H 4.008 -0.060 0.136
*
```

Atom charges from the natural (NBO) analysis, given in e for atoms 1 to 6: -0.839 -0.843 -0.843 -0.614 -0.548 -0.611

---

Winner for stability: <a>